# 1
{
  "formula": "C5H10N2O",
  "method": "ωB97M-V/def2-TZVPD",
  "orbital_gap_ev": 9.03,
  "smiles": "C[C@H]1COC=NN1C",
  "total_energy_ha": -381.13641,
  "homo_ev": -8.1644,
  "species": ["C", "C", "C", "O", "C", "N", "N", "C", "H", "H", "H", "H", "H", "H", "H", "H", "H", "H"],
  "coordinates": [[-0.619, 1.847, -0.711], [0.019, 0.921, 0.323], [-0.941, 0.014, 1.179], [-1.649, -0.724, 0.212], [-0.767, -1.359, -0.497], [0.473, -1.010, -0.854], [1.024, 0.097, -0.350], [2.260, -0.193, 0.417], [-1.561, 2.403, -0.341], [0.335, 2.683, -0.781], [-0.831, 1.400, -1.820], [0.471, 1.606, 1.111], [-1.703, 0.700, 1.472], [-0.484, -0.646, 1.921], [-1.173, -2.335, -0.901], [2.791, 0.773, 0.902], [2.979, -0.732, -0.322], [2.177, -1.054, 1.233]],
  "nbo_charge": [-0.627, -0.102, -0.114, -0.485, 0.303, -0.330, -0.292, -0.435, 0.217, 0.222, 0.242, 0.204, 0.201, 0.198, 0.182, 0.214, 0.226, 0.176]
}


# 2
{
  "formula": "C12H20NO15S",
  "method": "ωB97M-V/def2-TZVPD",
  "orbital_gap_ev": 8.70,
  "total_energy_ha": -2050.60167,
  "total_charge": -1,
  "homo_ev": -6.4301,
  "species": ["N", "O", "O", "O", "O", "S", "O", "O", "C", "C", "C", "H", "H", "H", "H", "H", "H", "H", "H", "C", "C", "O", "C", "O", "O", "H", "H", "H", "H", "C", "C", "O", "C", "O", "O", "H", "H", "H", "H", "C", "C", "O", "C", "O", "O", "H", "H", "H", "H"],
  "coordinates": [[-35.606, 10.670, -34.516], [-36.340, 11.144, -35.438], [-35.998, 9.787, -33.714], [-34.391, 10.944, -34.332], [-31.325, 8.216, -33.530], [-31.622, 8.321, -32.138], [-31.018, 7.432, -31.198], [-31.089, 9.854, -31.693], [-31.172, 10.977, -32.553], [-30.177, 12.089, -32.010], [-33.390, 8.335, -31.833], [-32.096, 11.370, -32.799], [-30.964, 10.626, -33.370], [-30.561, 13.155, -32.547], [-29.136, 11.757, -32.273], [-30.299, 12.068, -30.964], [-33.830, 7.497, -32.306], [-33.870, 9.238, -32.086], [-33.522, 7.992, -30.729], [-34.565, 11.976, -30.847], [-33.581, 11.974, -29.731], [-33.813, 13.189, -29.088], [-34.818, 13.748, -29.680], [-35.183, 14.928, -29.232], [-35.440, 13.122, -30.591], [-35.070, 10.926, -31.095], [-34.243, 12.156, -31.872], [-32.626, 11.706, -29.928], [-33.873, 11.315, -28.857], [-39.648, 10.314, -33.014], [-38.618, 11.340, -32.520], [-39.371, 12.144, -31.603], [-40.528, 11.530, -31.327], [-41.324, 11.993, -30.487], [-40.805, 10.475, -32.093], [-39.274, 9.376, -32.736], [-40.107, 10.112, -34.065], [-38.315, 11.963, -33.233], [-37.775, 10.783, -32.097], [-33.490, 10.973, -38.670], [-34.880, 10.241, -38.420], [-34.709, 9.113, -39.305], [-33.775, 9.420, -40.296], [-33.572, 8.891, -41.328], [-33.221, 10.550, -40.054], [-32.796, 10.540, -37.957], [-33.464, 12.102, -38.383], [-35.709, 10.583, -38.853], [-35.006, 9.842, -37.302]],
  "nbo_charge": [0.700, -0.532, -0.576, -0.570, -0.928, 2.358, -0.922, -0.734, -0.055, -0.619, -0.881, 0.183, 0.172, 0.216, 0.218, 0.209, 0.261, 0.271, 0.246, -0.151, -0.114, -0.445, 0.948, -0.665, -0.428, 0.230, 0.229, 0.209, 0.179, -0.107, -0.091, -0.469, 0.959, -0.629, -0.484, 0.189, 0.213, 0.206, 0.206, -0.121, -0.085, -0.524, 0.971, -0.592, -0.490, 0.196, 0.222, 0.184, 0.236]
}


# 3
{
  "formula": "AlBH28O12",
  "method": "ωB97M-V/def2-TZVPD",
  "orbital_gap_ev": 3.38,
  "total_energy_ha": -1186.06000,
  "total_charge": 2,
  "homo_ev": -17.1192,
  "species": ["Al", "B", "H", "H", "H", "H", "O", "H", "H", "O", "H", "H", "O", "H", "H", "O", "H", "H", "O", "H", "H", "O", "H", "H", "O", "H", "H", "O", "H", "H", "O", "H", "H", "O", "H", "H", "O", "H", "H", "O", "H", "H"],
  "coordinates": [[-1.679, -1.798, 2.011], [0.086, -0.171, -0.280], [0.035, -1.247, -0.801], [1.105, 0.449, -0.502], [-0.839, 0.487, -0.636], [0.016, -0.344, 0.964], [2.680, -0.337, 1.250], [1.944, 0.104, 0.818], [3.352, 0.356, 1.331], [-0.244, 2.992, 0.130], [-0.276, 2.090, -0.210], [0.106, 2.915, 1.022], [-2.455, -2.401, -0.770], [-3.081, -1.718, -1.040], [-2.789, -3.217, -1.165], [2.370, -2.022, -1.096], [3.138, -1.469, -0.895], [1.629, -1.594, -0.648], [-1.133, 0.933, 2.624], [-1.503, 1.826, 2.664], [-0.210, 1.020, 2.900], [0.278, -3.483, 0.688], [0.798, -4.271, 0.886], [0.631, -3.165, -0.148], [-3.315, 2.198, -1.008], [-2.619, 2.082, -1.663], [-4.106, 2.393, -1.526], [0.906, -1.319, 3.151], [1.659, -1.033, 2.597], [1.184, -1.143, 4.058], [3.112, 2.263, 0.324], [2.547, 3.043, 0.270], [3.155, 1.941, -0.588], [-3.313, 0.145, 0.906], [-4.003, 0.484, 1.489], [-3.378, 0.709, 0.106], [2.414, 1.187, -2.565], [2.187, 1.801, -3.274], [1.642, 0.619, -2.479], [-0.639, -0.735, -3.209], [-0.533, 0.201, -3.415], [-0.863, -0.769, -2.272]],
  "nbo_charge": [1.595, -0.647, 0.044, 0.117, -0.004, 0.136, -0.961, 0.485, 0.528, -0.920, 0.464, 0.459, -0.946, 0.501, 0.518, -0.799, 0.506, 0.464, -0.913, 0.521, 0.503, -0.971, 0.520, 0.499, -0.950, 0.483, 0.503, -1.007, 0.526, 0.509, -0.945, 0.493, 0.498, -1.009, 0.506, 0.535, -0.903, 0.498, 0.468, -0.846, 0.471, 0.472]
}


# 4
{
  "formula": "C34H28BrN2O2PS3SbW",
  "method": "ωB97M-V/def2-TZVPD",
  "orbital_gap_ev": [4.75, 5.17],
  "s2": 0.79,
  "total_energy_ha": -5989.68319,
  "homo_ev": [-6.6871, -6.7304],
  "multiplicity": 2,
  "species": ["W", "O", "C", "C", "C", "C", "C", "C", "C", "O", "N", "N", "C", "C", "Br", "C", "C", "C", "C", "C", "C", "C", "H", "H", "H", "H", "H", "H", "H", "H", "H", "H", "H", "H", "H", "H", "S", "Sb", "S", "S", "C", "C", "C", "C", "C", "C", "P", "C", "C", "C", "C", "C", "C", "C", "C", "C", "C", "C", "C", "H", "H", "H", "H", "H", "H", "H", "H", "H", "H", "H", "H", "H", "H"],
  "coordinates": [[-1.740, -0.144, 0.655], [2.285, 1.905, -3.558], [1.066, 2.129, -4.120], [1.065, 2.876, -5.296], [-0.120, 3.203, -5.920], [-1.328, 2.782, -5.385], [-1.339, 2.018, -4.235], [-0.150, 1.677, -3.595], [-0.206, 0.901, -2.309], [-0.783, 1.650, -1.225], [-1.045, -0.269, -2.400], [-1.084, -0.916, -1.178], [-1.297, -2.209, -1.009], [-1.517, -2.398, 0.388], [-4.045, -0.327, -0.378], [-1.813, -3.550, 1.050], [-1.895, -4.902, 0.547], [-1.324, -5.351, -0.649], [-1.599, -6.616, -1.132], [-2.420, -7.480, -0.423], [-2.937, -7.076, 0.799], [-2.673, -5.811, 1.281], [2.216, 1.493, -2.688], [2.019, 3.214, -5.668], [-0.102, 3.809, -6.813], [-2.259, 3.061, -5.853], [-2.267, 1.692, -3.790], [0.818, 0.607, -1.973], [-0.889, -0.857, -3.218], [-1.459, -2.881, -1.847], [-2.126, -3.457, 2.087], [-0.642, -4.715, -1.191], [-1.171, -6.933, -2.073], [-2.645, -8.462, -0.815], [-3.552, -7.746, 1.380], [-3.097, -5.492, 2.222], [-5.788, 0.963, 2.875], [-3.582, 1.250, 3.388], [-2.435, 2.104, 1.353], [-2.378, -0.864, 2.861], [4.837, -0.062, 0.287], [3.843, -0.622, -0.500], [2.514, -0.487, -0.132], [2.170, 0.227, 1.011], [3.178, 0.745, 1.819], [4.504, 0.598, 1.460], [0.415, 0.718, 1.308], [0.414, 0.969, 3.102], [0.681, -0.184, 3.843], [0.485, -0.200, 5.208], [0.009, 0.934, 5.848], [-0.239, 2.087, 5.121], [-0.053, 2.110, 3.747], [0.656, 2.387, 0.553], [1.490, 3.365, 1.084], [1.742, 4.533, 0.388], [1.152, 4.748, -0.847], [0.305, 3.796, -1.387], [0.064, 2.620, -0.693], [5.872, -0.154, -0.006], [4.110, -1.157, -1.401], [1.731, -0.951, -0.726], [2.921, 1.259, 2.734], [5.279, 1.009, 2.091], [1.027, -1.072, 3.325], [0.685, -1.100, 5.769], [-0.185, 0.918, 6.911], [-0.592, 2.979, 5.620], [-0.288, 3.004, 3.183], [1.941, 3.210, 2.053], [2.399, 5.277, 0.813], [1.352, 5.656, -1.395], [-0.176, 3.961, -2.339]],
  "mulliken_charge": [1.441, -0.660, 1.410, -0.727, -0.413, -0.838, -0.775, -0.626, 2.216, -0.581, -0.732, 0.695, -0.992, 0.498, -0.403, -0.416, 0.806, -0.283, -0.615, -0.428, -0.550, -0.621, 0.188, 0.457, 0.402, 0.420, 0.415, -1.416, 0.386, 0.555, 0.165, 0.471, 0.377, 0.383, 0.380, 0.353, -0.564, 0.353, -0.294, -0.377, -0.580, -0.626, -0.243, 0.346, -0.733, -0.845, 0.872, 0.476, -0.441, -0.710, -0.524, -0.723, -0.564, 1.137, -0.091, -0.979, -0.897, -0.178, -0.924, 0.401, 0.467, 0.448, 0.376, 0.433, 0.420, 0.419, 0.402, 0.432, 0.446, 0.358, 0.464, 0.436, 0.669]
}